## A
This record from the Open Molecules 2025 dataset describes the ion C7H12N with charge +1. The level of theory is ωB97M-V with the def2-TZVPD basis set.

Structure (XYZ):
```
20
C7H12N, DFT ωB97M-V with the def2-TZVPD basis set
C 1.81743 0.31224 1.06827
H -2.78921 0.78957 0.68263
H 0.06878 2.93248 -0.96558
H 1.75578 -1.81158 -0.70783
H 2.75383 0.82725 0.92927
C -0.61719 2.12570 -0.56514
H 1.08507 0.91409 1.66390
C -1.10390 -0.25624 0.14025
C -0.39411 -1.58139 -0.13546
H 1.71678 0.69981 -1.02930
H 1.68882 -0.79778 1.25899
H 0.62381 -1.13726 -1.85349
H -2.97799 -1.02459 0.87337
H -1.10672 -2.17442 -0.81696
H -0.29558 -2.22587 0.68905
H -1.62229 2.51882 -0.39155
C 0.88720 -1.04905 -0.80084
C -2.37716 -0.19673 0.54884
C -0.23952 0.85681 -0.30308
N 1.12616 0.27814 -0.28535
```

Results
SMILES	C=C1CC[N@H+](C)C1=C
charge	+1
E_LUMO	-0.139	hartree

Atom charges from the natural (NBO) analysis, given in e for atoms 1 to 4: atom 1 (C): -0.400, atom 2 (H): 0.204, atom 3 (H): 0.234, atom 4 (H): 0.255

## B
This record from the Open Molecules 2025 dataset describes the ion C7H12N with charge +1. The level of theory is ωB97M-V with the def2-TZVPD basis set.

Structure (XYZ):
```
20
C7H12N, DFT ωB97M-V with the def2-TZVPD basis set
H -1.37531 -0.17442 -2.35631
H 0.02189 2.81316 0.10489
C 0.31185 -0.74166 1.19660
C 1.56373 0.87149 -1.72115
H 2.57162 0.49160 -1.78710
C 0.62508 -1.74591 2.22651
C 1.08603 -0.49914 0.13260
H -1.66931 -0.86631 -0.76530
H -0.23505 -2.40403 2.36514
N 0.75941 0.46019 -0.81526
H 2.02329 -1.01446 -0.02727
H -2.59439 0.54574 -1.29850
C -0.58699 0.98926 -0.75191
H 1.50262 -2.34035 1.97906
H 0.78205 -1.24891 3.18641
H 1.23443 1.61584 -2.43102
H -1.77145 2.62537 -0.22520
C -0.78321 2.20581 -0.27416
H -0.59528 -0.17284 1.35684
C -1.61776 0.07022 -1.32053
```

Results
SMILES	C=C(C)[N+](=C)/C=C/C
charge	+1
E_LUMO	-0.182	hartree

Atom charges from the natural (NBO) analysis, given in e for atoms 1 to 4: atom 1 (H): 0.237, atom 2 (H): 0.224, atom 3 (C): -0.052, atom 4 (C): 0.092

The most stable of them is B.

## A
This record from the Open Molecules 2025 dataset describes the molecule C6H6F2. The level of theory is ωB97M-V with the def2-TZVPD basis set.

Structure (XYZ):
```
14
C6H6F2, DFT ωB97M-V with the def2-TZVPD basis set
C -1.65971 0.01141 -0.06648
C -1.53011 1.13200 0.61258
H -2.38046 1.74087 0.60554
C -0.54409 -1.10569 -0.38139
H 0.57054 -0.33380 1.26659
F -2.82039 -0.35776 -0.57028
F 1.57879 -1.84446 0.30315
C 1.62480 0.39643 -0.38205
H -0.70316 1.28906 1.36994
H -0.77055 -2.16933 -0.14911
C 2.73382 1.24708 -0.49614
H 3.71571 1.78424 -0.79434
H -0.57578 -1.06153 -1.47421
C 0.76059 -0.72854 0.15618
```

Results
SMILES	C#C[C@H](F)CC(=C)F
E_LUMO	0.026	hartree

Atom charges from the natural (NBO) analysis, given in e for atoms 1 to 4: atom 1 (C): 0.448, atom 2 (C): -0.528, atom 3 (H): 0.221, atom 4 (C): -0.512

## B
This record from the Open Molecules 2025 dataset describes the molecule C6H6F2. The level of theory is ωB97M-V with the def2-TZVPD basis set.

Structure (XYZ):
```
14
C6H6F2, DFT ωB97M-V with the def2-TZVPD basis set
H 3.64138 -1.89672 0.40531
H -0.60744 -1.65848 0.51981
C 0.04764 -0.83343 0.25197
F -1.64833 -0.22810 -1.29271
H 0.26371 0.35094 -1.56705
C -0.53113 1.54767 1.00291
F -0.65901 2.07128 -0.22308
C -0.20716 0.29294 1.24058
H -0.69271 2.28141 1.74722
C 2.60772 -1.61558 0.37746
C 1.45399 -1.26206 0.33601
H -0.10730 -1.37584 -1.82373
H -0.15134 0.01751 2.29421
C -0.30109 -0.51412 -1.19788
```

Results
SMILES	C#C[C@@H](/C=C\F)CF
E_LUMO	0.035	hartree

Atom charges from the natural (NBO) analysis, given in e for atoms 1 to 4: atom 1 (H): 0.244, atom 2 (H): 0.247, atom 3 (C): -0.368, atom 4 (F): -0.363

The most stable of them is B.

## A
This record from the Open Molecules 2025 dataset describes a cluster of 3 separate species, C4H14O2 in total. The level of theory is ωB97M-V with the def2-TZVPD basis set.

Structure (XYZ):
```
20
C4H14O2, DFT ωB97M-V with the def2-TZVPD basis set
H 1.02487 0.19494 -0.75077
H -1.61968 -1.06441 -1.35288
C -0.72034 1.03106 -1.59171
H -0.84221 2.18792 0.23080
C 0.79587 0.96820 -1.51592
H 0.78405 -0.50526 1.48550
H -2.21941 1.07188 -0.17637
H 1.70187 -2.93481 4.09218
H 1.73166 -1.26826 2.12130
O 1.15485 -1.33255 1.39839
H -2.39082 0.18596 -2.63497
H 1.17972 -1.71589 4.78316
H 1.28847 1.91177 -1.23128
H -0.65380 -0.67744 -2.80521
H 1.31803 0.62714 -2.41773
O 1.86702 -1.98148 4.22421
C -1.15355 1.21027 -0.07904
C -1.38108 -0.25514 -2.19891
H -1.08191 1.90786 -2.20473
H -0.78361 0.43822 0.62396
```

Results
SMILES	CC(C)C.O.O
E_LUMO	0.027	hartree

Atom charges from the natural (NBO) analysis, given in e for atoms 1 to 4: atom 1 (H): 0.212, atom 2 (H): 0.204, atom 3 (C): -0.205, atom 4 (H): 0.205

## B
This record from the Open Molecules 2025 dataset describes a cluster of 3 separate species, C4H14O2 in total. The level of theory is ωB97M-V with the def2-TZVPD basis set.

Structure (XYZ):
```
20
C4H14O2, DFT ωB97M-V with the def2-TZVPD basis set
C 0.28812 0.76864 0.72641
H 0.01746 -0.25930 0.98472
H 4.18627 0.57893 -1.94599
H 2.59991 2.09224 -0.89581
H 0.69016 -0.03569 -1.33028
H 0.44597 1.67396 -1.17453
H 2.71634 0.62002 -2.82310
H -2.23867 -3.03013 -0.02631
O -5.78531 -0.47044 2.10917
C 3.14224 0.30226 -1.86280
H 3.03802 -0.78063 -1.84663
H 1.00341 1.09652 1.46521
H -0.61479 1.37235 0.73595
H -6.61825 -0.02213 1.92956
H 2.95854 0.83531 0.19311
C 0.92239 0.81709 -0.68428
H -5.55145 -0.26796 3.02208
H -1.82304 -3.56224 1.35295
C 2.45118 1.03506 -0.74503
O -1.82849 -2.76387 0.81560
```

Results
SMILES	CCCC.O.O
E_LUMO	0.034	hartree

Atom charges from the natural (NBO) analysis, given in e for atoms 1 to 4: atom 1 (C): -0.612, atom 2 (H): 0.220, atom 3 (H): 0.207, atom 4 (H): 0.195

The most stable of them is B.

## A
This record from the Open Molecules 2025 dataset describes the molecule C8H11NO. The level of theory is ωB97M-V with the def2-TZVPD basis set.

Structure (XYZ):
```
21
C8H11NO, DFT ωB97M-V with the def2-TZVPD basis set
H 2.28793 3.50546 2.05586
N 0.53083 0.85673 0.91309
C -0.13150 1.03863 -0.27017
H -1.57480 -2.14204 -3.49875
C 1.10912 1.79044 1.79889
H 1.16181 -0.93778 1.63151
H 1.66468 3.36201 0.31612
C -1.10439 -2.12167 -2.42858
C 0.24250 -0.46856 1.54254
H -0.29865 -2.12620 0.35706
H -0.45647 0.05937 -2.83154
C -0.67939 -1.18714 0.59682
C -0.69788 -0.27354 -0.65040
H -0.16826 -2.73977 -2.47101
C -0.74043 -0.70554 -2.01234
H 1.20533 1.49331 2.85728
H -1.70920 -1.43844 1.02145
H -1.82076 -2.66616 -1.85526
O -0.33878 2.05378 -0.94924
C 1.66490 2.97644 1.36392
H -0.14658 -0.32934 2.51274
```

Results
SMILES	C=CN1CC/C(=C\C)C1=O
E_LUMO	0.025	hartree

Atom charges from the natural (NBO) analysis, given in e for atoms 1 to 4: atom 1 (H): 0.198, atom 2 (N): -0.433, atom 3 (C): 0.630, atom 4 (H): 0.226

## B
This record from the Open Molecules 2025 dataset describes the molecule C8H11NO. The level of theory is ωB97M-V with the def2-TZVPD basis set.

Structure (XYZ):
```
21
C8H11NO, DFT ωB97M-V with the def2-TZVPD basis set
H 2.19913 1.09608 -0.97222
O 0.10848 0.96145 3.65505
H -2.38963 -1.05154 -0.12191
H 1.04288 2.29824 -1.27388
C -0.56849 -0.06431 0.11974
H 0.01159 -2.60614 -1.00781
C -0.05256 -0.71872 -2.05556
H 0.52829 2.57950 0.94235
C -1.35476 -1.33085 -0.03651
H 1.93687 1.59943 1.36673
C -0.02902 0.69189 1.28174
H -1.11555 -2.09799 0.66749
C -0.73778 -1.86308 -1.33763
H -0.57119 -0.30479 -2.93767
H -0.40721 0.59164 4.43835
H 0.93332 -0.93791 -2.49849
C 0.05248 0.30057 -0.94695
H -1.50108 -2.39795 -1.84888
C 1.01679 1.63901 0.78124
N -0.29886 0.25301 2.50304
C 1.19629 1.36246 -0.71826
```

Results
SMILES	O/N=C1\CCC2=C1CCC2
E_LUMO	0.038	hartree

Atom charges from the natural (NBO) analysis, given in e for atoms 1 to 4: atom 1 (H): 0.218, atom 2 (O): -0.582, atom 3 (H): 0.213, atom 4 (H): 0.212

The most stable of them is A.